Entry 1:
{
  "formula": "C7H9NO",
  "method": "wB97M-V/def2-TZVPD",
  "elements": ["C", "C", "C", "C", "C", "C", "C", "H", "H", "H", "H", "H", "H", "H", "H", "H", "N", "O"],
  "coordinates": [[-1.016, -0.133, 1.342], [0.650, -0.225, 1.590], [1.285, 0.886, 0.512], [1.198, 0.102, -1.178], [-1.411, -0.383, -1.540], [-0.755, -0.424, -0.100], [0.187, 0.715, -0.400], [-1.301, 1.011, 1.454], [-1.417, -0.831, 2.113], [0.920, -1.376, 1.187], [1.205, -0.107, 2.699], [1.780, 1.843, 1.092], [1.749, -0.910, -0.985], [-2.384, -0.660, -1.796], [-0.193, -1.273, -0.112], [-0.468, 1.567, -0.817], [-0.761, -0.010, -2.550], [0.731, 0.206, -2.512]],
  "nbo_charge": [-0.40, -0.42, -0.22, 0.13, 0.05, -0.30, -0.38, 0.22, 0.24, 0.19, 0.23, 0.25, 0.19, 0.22, 0.22, 0.26, -0.09, -0.39],
  "smiles": "C1=NO[C@H]2[C@@H]3CC[C@@H]1[C@@H]32",
  "largest_force_ev_per_a": 3.871,
  "homo_ev": -7.9547
}

Entry 2:
{
  "formula": "C7H9NO",
  "method": "wB97M-V/def2-TZVPD",
  "elements": ["C", "C", "C", "C", "C", "C", "C", "N", "O", "H", "H", "H", "H", "H", "H", "H", "H", "H"],
  "coordinates": [[-1.211, -0.739, -0.078], [-1.772, 0.373, 0.300], [0.990, 0.346, -2.082], [0.789, 0.188, 1.194], [-0.336, 0.445, 0.022], [0.332, -0.079, 2.571], [-0.011, 1.159, -1.295], [0.815, -0.039, -3.266], [1.975, 0.212, 0.848], [-1.279, -1.787, -0.232], [-2.635, 1.112, 0.547], [1.927, 0.099, -1.509], [-0.479, 0.665, 3.044], [1.234, -0.108, 3.191], [-0.039, -1.009, 2.810], [0.106, 2.141, -1.103], [-0.966, 1.135, -1.800], [1.592, -0.580, -3.625]],
  "nbo_charge": [-0.16, -0.18, 0.15, 0.59, -0.16, -0.74, -0.49, -0.63, -0.56, 0.24, 0.25, 0.17, 0.24, 0.25, 0.25, 0.23, 0.22, 0.34],
  "smiles": "[H]/N=C/CC1(C(C)=O)C=C1",
  "largest_force_ev_per_a": 4.045,
  "homo_ev": -9.1007
}

It is found that the gap between HOMO and LUMO values, taken in the order of the records, are 8.4, 10.0 eV.
It is found that the relative energy (zero: lowest compared OMol25 entry of this formula, charge and spin) values, taken in the order of the records, are 251.2, 107.8 kcal/mol.